{
  "formula": "C6H16O2",
  "method": "the ωB97M-V functional and the def2-TZVPD basis",
  "energy_ha": -388.6362,
  "smiles": "C=C(C)CCC.O.O",
  "spin_multiplicity": 1,
  "fmax_ev_per_a": 2.2,
  "e_homo_ev": -9.5,
  "symbols": ["C", "C", "C", "C", "C", "C", "H", "H", "H", "H", "H", "H", "H", "H", "H", "H", "H", "H", "H", "H", "O", "H", "H", "O"],
  "xyz": [[-1.46211, 1.04207, -2.71988], [-1.80486, -0.13049, -1.81075], [-0.55320, -0.77575, -1.25688], [-0.20608, -0.08966, 0.03465], [0.81316, 0.76765, 0.12903], [-1.04230, -0.48916, 1.24654], [-0.58557, 1.70133, -2.46728], [-2.35720, 1.68980, -2.81872], [-1.16617, 0.68758, -3.72821], [-2.38491, 0.34574, -1.01719], [-2.29521, -0.95313, -2.46964], [-0.72704, -1.85722, -0.94278], [0.34934, -0.71691, -1.91696], [1.28858, 1.18816, 0.98391], [1.35264, 1.01069, -0.78568], [-0.81682, -1.53478, 1.48998], [-0.86946, -0.00558, 2.22283], [-2.09516, -0.34909, 1.05980], [3.12485, 0.74775, 1.22122], [3.37500, 0.44837, 2.72939], [3.75448, 0.37836, 1.84416], [1.41113, -0.96121, 2.21838], [1.69770, -1.40918, 3.62038], [1.19922, -0.73535, 3.13371]]
}